This record from the OMol25 dataset describes a 4-piece molecular cluster, C40H71FINO10P overall at a distorted geometry. The level of theory is the ωB97M-V functional and the def2-TZVPD basis.

Results
**HOMO-LUMO gap**: 6.28 eV
**LUMO level**: -4.98 eV
**E_HOMO**: -11.26 eV
**E**: -3112.2262 Eh

ORCA input file:
```
! wB97M-V def2-TZVPD RIJCOSX def2/J DEFGRID3
* xyz 1 1
I -7.070 -2.576 1.406
P -3.070 -4.731 -3.848
F -8.007 -6.801 0.747
O -3.802 -6.202 -3.277
O -3.170 -4.753 -5.388
O -10.560 -1.567 -1.564
O -0.992 5.465 -0.804
O 0.573 3.556 3.311
O -3.134 5.347 -1.371
O 2.796 3.489 3.228
O -5.654 -6.831 0.911
O -8.596 -2.516 -1.965
O -3.411 -7.371 -1.339
N -3.909 -2.524 1.128
C 4.653 2.811 4.647
C -12.457 -1.862 -0.068
C -3.642 -6.238 -1.854
C 10.441 -3.537 0.089
C 0.762 2.961 -1.175
C -11.994 -1.605 -1.488
C -3.843 -1.386 2.097
C -1.991 6.035 -1.182
C -3.415 0.569 0.274
C 1.752 2.517 0.011
C -5.109 -3.206 0.696
C -3.742 -4.977 -0.873
C 5.452 1.860 -1.527
C 1.637 3.742 3.868
C 9.896 -1.155 1.034
C 7.535 0.915 -0.065
C -6.439 -5.215 -0.749
C -4.300 0.033 1.506
C 4.093 3.866 3.714
C 1.685 4.163 5.311
C 10.627 -1.950 -0.191
C -2.624 -2.977 0.580
C 10.863 -6.032 -0.851
C -2.463 -4.165 -0.404
C 3.849 1.930 -1.429
C -1.397 2.378 0.387
C -1.956 7.494 -1.542
C 11.258 -4.475 -0.933
C -5.114 -4.436 -0.300
C -0.732 2.345 -1.081
C 8.303 -1.393 0.912
C -6.698 -6.367 0.376
C -9.779 -2.648 -1.728
C 7.506 -0.033 1.266
C -4.612 6.228 -3.091
C -10.377 -4.011 -1.517
C 6.209 1.834 -0.105
C -4.413 5.951 -1.614
C -1.881 0.880 0.737
C 3.279 2.988 -0.358
H -1.458 -4.508 -0.829
H 10.251 -1.580 2.042
H 9.318 -3.793 -0.072
H -13.547 -1.828 -0.007
H -3.471 -0.075 -0.673
H -4.490 5.309 -3.670
H -11.425 -4.080 -1.799
H 5.884 2.738 -2.125
H -1.209 0.101 0.234
H -0.699 2.800 1.208
H -4.562 -1.634 2.972
H -1.440 2.925 -1.792
H 7.911 -2.245 1.591
H 5.737 0.889 -2.092
H 4.070 4.858 4.171
H 0.818 4.796 5.514
H 1.758 1.397 0.246
H -5.611 6.629 -3.276
H -9.843 -4.724 -2.150
H 11.751 -1.725 -0.144
H 10.137 -0.035 1.036
H -2.789 -1.382 2.572
H 11.596 -6.648 -1.507
H 12.384 -4.378 -0.695
H -3.849 -3.652 -3.319
H -12.345 -0.620 -1.806
H 4.682 1.838 4.148
H -1.704 -4.724 -3.419
H 1.462 3.130 0.951
H 7.973 -1.684 -0.162
H -3.877 6.940 -3.470
H 11.051 -4.074 -1.989
H 8.014 0.504 2.152
H 6.430 -0.266 1.613
H 10.213 -1.652 -1.215
H 2.561 4.756 5.565
H 4.032 2.691 5.537
H 4.739 3.945 2.836
H 8.435 1.617 0.074
H 3.853 3.000 0.640
H -7.362 -4.548 -0.881
H -0.678 1.275 -1.502
H -12.120 -2.836 0.295
H -2.275 3.137 0.329
H 5.664 3.074 4.963
H -6.273 -5.729 -1.776
H 3.468 2.279 -2.470
H -1.230 7.991 -0.895
H 1.223 2.540 -2.157
H -1.640 7.601 -2.581
H 9.823 -6.200 -1.339
H -10.253 -4.300 -0.471
H -5.412 0.099 1.228
H 3.365 0.908 -1.248
H 5.490 1.457 0.718
H 7.633 0.312 -1.037
H -4.551 6.844 -1.000
H -5.162 5.229 -1.281
H -1.799 0.747 1.890
H -3.867 1.598 -0.019
H 0.655 4.118 -1.293
H 3.306 4.075 -0.754
H -4.153 0.802 2.365
H -12.043 -1.111 0.609
H 10.655 -3.735 1.196
H -12.407 -2.324 -2.200
H 6.506 2.920 0.173
H -1.677 -2.433 0.911
H 10.823 -6.449 0.216
H -2.903 8.007 -1.387
H 1.637 3.277 5.946
*
```

Mulliken atomic charge list, values in e, 4 entries: I 0.237; P 0.618; F -0.232; O -0.283

***

This record from the OMol25 dataset describes C32H47CeN9O2Si as an isolated structure at a distorted geometry. The level of theory is the ωB97M-V functional and the def2-TZVPD basis.

Results
**HOMO-LUMO gap (spin up / spin down)**: 4.55 / 4.55 eV
**LUMO level (spin up / spin down)**: -3.57 / -3.56 eV
**<S²>**: 0.751
**E_HOMO (spin up / spin down)**: -8.12 / -8.12 eV
**Energy relative to the best compared isomer or geometry (same formula, charge and spin)**: 0.376 eV
**E**: -2655.2904 Eh

ORCA input file:
```
! wB97M-V def2-TZVPD RIJCOSX def2/J DEFGRID3
* xyz 1 2
Ce 0.122 -0.473 -0.141
Si -0.292 2.475 0.611
O -1.738 -0.635 -1.598
O -0.401 -2.632 -1.060
N 2.043 -1.793 2.472
N 1.101 -0.691 -2.686
N -1.846 -1.194 1.450
N 2.773 0.486 -0.304
N 4.074 -3.564 -0.505
N 2.160 -2.414 0.212
N 0.746 -1.447 2.125
N -2.187 -1.818 -1.928
N -1.481 -2.915 -1.658
C 4.794 -3.306 0.666
C -2.566 3.071 -1.017
C -3.426 -1.933 -2.599
C 3.456 0.115 -2.683
C -5.314 -0.867 -3.601
C -3.143 -1.043 1.145
C 2.155 -0.014 -3.460
C -4.174 -1.248 2.033
C -1.226 4.310 2.547
C 2.830 -3.081 -0.663
C -3.850 -1.629 3.342
C 4.137 -2.622 1.683
C -2.602 2.260 2.353
C -0.691 4.723 -1.093
C -3.956 -3.191 -2.879
C -2.533 -1.795 3.679
C 2.728 -2.243 1.487
C -4.095 -0.766 -2.951
C -1.048 3.232 -0.976
C -1.178 2.799 2.275
C -1.528 -1.574 2.718
C 6.148 -2.740 3.003
C 1.448 3.199 0.792
C 3.414 1.070 -1.499
C 4.836 -2.339 2.859
C -5.857 -2.109 -3.893
C -5.175 -3.263 -3.530
C 6.115 -3.717 0.801
C -0.345 2.122 3.372
C -0.446 2.513 -2.183
C 6.785 -3.433 1.974
C -0.150 -1.780 3.018
H 2.337 -0.538 -4.405
H 4.319 -1.809 3.646
H 2.021 3.185 -0.132
H 0.646 2.536 -2.166
H 2.367 -3.308 -1.617
H 1.334 4.250 1.071
H -0.833 2.259 4.340
H -4.627 -1.791 4.076
H -2.948 3.379 -1.994
H -5.598 -4.234 -3.751
H -3.284 2.796 1.694
H -1.802 4.849 1.796
H 3.372 -0.253 0.058
H -0.236 4.762 2.611
H -3.427 -4.082 -2.585
H -3.662 0.194 -2.716
H 4.432 1.398 -1.262
H 0.383 4.886 -1.170
H 4.219 0.477 -3.378
H -2.659 1.202 2.109
H 7.811 -3.751 2.092
H 1.788 0.981 -3.719
H -2.880 2.037 -0.850
H -5.196 -1.111 1.717
H -5.844 0.034 -3.880
H -0.782 1.474 -2.261
H 2.768 1.194 0.424
H -1.058 5.311 -0.253
H 0.129 -2.331 3.911
H 0.208 -0.608 -3.171
H -6.809 -2.180 -4.399
H -1.147 5.133 -1.999
H 6.604 -4.253 -0.001
H 2.858 1.966 -1.778
H -1.719 4.483 3.509
H 2.032 2.728 1.581
H -0.758 3.003 -3.111
H -2.977 2.376 3.374
H 6.679 -2.522 3.917
H 4.481 -4.130 -1.233
H 3.805 -0.870 -2.354
H 1.274 -1.694 -2.655
H -2.244 -2.093 4.678
H 0.655 2.546 3.453
H -3.349 -0.732 0.127
H -0.243 1.045 3.214
H -3.055 3.693 -0.267
*
```

Mulliken atomic charge list, values in e, 4 entries: Ce 0.546; Si 0.329; O 0.376; O -0.209